# 1
This record from the Open Molecules 2025 dataset describes a molecular structure, C12H17BrN2O5STc at a distorted geometry. The level of theory is the ωB97M-V functional and the def2-TZVPD basis.

Each line ends with the Mulliken charge.
Atoms and positions in Å:
Tc: -0.025 -0.241 0.067  0.2199
C: -1.181 3.048 -2.438  -0.6778
O: -0.424 1.806 -2.202  -0.3036
C: -0.639 1.170 -1.121  1.2228
O: -1.408 1.401 -0.183  -0.4110
H: -1.372 3.076 -3.504  0.2660
H: -0.549 3.880 -2.141  0.3120
H: -2.101 3.037 -1.861  0.3656
C: 2.688 -2.051 2.385  -1.0193
C: 2.591 -2.097 0.882  -0.2290
O: 1.189 -1.938 0.437  -0.4488
H: 3.732 -2.150 2.682  0.3621
H: 2.138 -2.873 2.845  0.3781
H: 2.300 -1.110 2.777  0.2364
H: 2.939 -3.043 0.470  0.3923
H: 3.133 -1.295 0.393  0.2448
H: 0.726 -2.774 0.572  0.2728
N: -2.946 -0.719 -2.504  -0.3831
C: -3.009 -1.031 -1.223  0.8890
N: -4.094 -0.815 -0.517  -0.3589
S: -1.627 -1.802 -0.449  -0.3462
H: -3.740 -0.354 -3.011  0.2313
H: -2.125 -0.974 -3.033  0.2438
H: -4.943 -0.441 -0.920  0.2345
H: -4.107 -1.057 0.462  0.2328
Br: 6.931 2.957 -0.219  -0.1228
C: 5.416 2.758 0.834  -0.1630
C: 5.386 3.353 2.112  -0.3335
C: 4.250 3.213 2.902  -0.7852
C: 3.170 2.493 2.426  -0.4148
C: 3.208 1.899 1.154  0.5690
C: 4.336 2.031 0.346  -0.3447
C: 2.042 1.140 0.664  1.3578
O: 2.033 0.597 -0.478  -0.7357
O: 1.012 1.011 1.397  -0.8215
H: 6.246 3.911 2.457  0.4488
H: 4.208 3.664 3.883  0.4373
H: 2.276 2.380 3.027  0.4362
H: 4.368 1.585 -0.638  0.5456

The expectation value of S² is 0.767. As for the spin multiplicity: 2. As for the net charge: +2. As for the orbital gap (alpha / beta): 0.17726 / 0.17545 hartree.

---

# 2
This record from the Open Molecules 2025 dataset describes a molecular structure, C7H10ClCrN at a distorted geometry. The level of theory is the ωB97M-V functional and the def2-TZVPD basis.

Each line ends with the Mulliken charge.
Atoms and positions in Å:
C: -0.939 0.498 -1.129  -0.8423
C: 0.477 0.686 -1.148  -0.9563
C: 0.826 1.363 0.132  -0.2239
C: -0.310 1.926 0.697  -0.5511
C: -1.522 1.462 -0.114  0.5552
Cr: 0.013 -0.727 0.368  0.2792
N: -2.627 1.142 0.667  -0.7150
C: 0.736 -2.510 0.034  -0.7356
C: 1.879 -1.565 0.140  -0.4700
H: 1.842 1.551 0.480  0.4054
H: 1.189 0.430 -1.929  0.5225
H: -0.390 2.705 1.461  0.3667
H: -2.118 2.270 -0.521  0.4180
H: -1.517 0.140 -1.975  0.4433
H: 2.399 -1.238 -0.781  0.1942
H: 0.691 -3.271 0.809  0.2026
H: -3.426 0.777 0.133  0.2416
H: 2.481 -1.580 1.064  0.1785
H: 0.548 -2.991 -0.923  0.2332
Cl: -0.231 -1.066 2.534  -0.5464

The expectation value of S² is 4.187. As for the spin multiplicity: 4. As for the net charge: -1. As for the orbital gap (alpha / beta): 0.25682 / 0.21307 hartree.

---

# 3
This record from the Open Molecules 2025 dataset describes 2 unconnected molecules or ions with the total composition CH2O2 at a distorted geometry. The level of theory is the ωB97M-V functional and the def2-TZVPD basis.

Each line ends with the Mulliken charge.
Atoms and positions in Å:
H: 5.789 -1.878 2.836  0.0001
H: 5.382 -2.109 3.395  -0.0001
O: -2.878 1.546 -2.829  -0.3458
C: -3.713 1.383 -2.047  0.6927
O: -4.580 1.058 -1.355  -0.3469

As for the SMILES: [H][H].O=C=O. As for the net charge: 0. As for the orbital gap: 0.49722 hartree.

---

# 4
This record from the Open Molecules 2025 dataset describes a molecular structure, C33H20N10RuS at a distorted geometry. The level of theory is the ωB97M-V functional and the def2-TZVPD basis.

Each line ends with the Mulliken charge.
Atoms and positions in Å:
Ru: -0.481 -0.040 0.405  0.2484
C: 2.543 4.719 -3.054  -0.6028
C: 1.307 4.795 -3.693  -0.6368
C: 0.293 3.885 -3.405  -0.1619
C: 0.558 2.913 -2.461  0.3011
C: -0.293 1.825 -1.908  -0.0053
N: 0.374 1.172 -0.966  0.3531
C: 1.703 1.687 -0.896  -0.4146
N: 2.664 1.137 -0.282  -0.5745
C: 2.323 0.010 0.458  0.1247
C: 2.635 -1.269 0.146  0.3001
C: 3.560 -1.899 -0.743  -0.9214
C: 3.634 -3.244 -0.726  -0.6228
C: 2.827 -4.054 0.189  -0.5251
C: 1.894 -3.518 0.984  -1.0335
C: 1.590 -2.092 0.815  2.1802
C: 1.060 -1.157 1.841  0.2197
N: 0.372 -1.545 2.998  -0.6442
C: -0.884 -1.415 2.956  -0.4214
N: -1.529 -1.001 1.776  0.4294
C: -2.835 -1.141 1.878  0.2013
N: -3.732 -0.979 0.912  -0.6407
C: -3.383 -0.471 -0.270  -0.2408
N: -2.226 0.124 -0.610  0.3188
C: -2.350 0.722 -1.824  -0.0374
N: -1.513 1.561 -2.390  -0.6057
C: -3.683 0.397 -2.374  -0.0660
C: -4.284 0.684 -3.583  -0.1130
C: -5.565 0.184 -3.793  -0.6327
C: -6.214 -0.569 -2.814  -0.6113
C: -5.603 -0.845 -1.594  -0.2345
C: -4.330 -0.351 -1.399  0.1882
C: -3.151 -1.604 3.272  -0.0019
C: -4.351 -1.822 3.904  -0.1234
C: -4.312 -2.201 5.250  -0.6225
C: -3.105 -2.352 5.919  -0.6019
C: -1.890 -2.129 5.265  -0.4014
C: -1.944 -1.756 3.945  0.0509
N: 1.374 0.094 1.520  -0.3719
C: 1.785 2.841 -1.825  -0.0592
C: 2.799 3.730 -2.106  -0.3359
H: 3.314 5.437 -3.303  0.4052
H: 1.134 5.574 -4.423  0.4044
H: -0.669 3.929 -3.901  0.5497
H: 4.219 -1.305 -1.364  0.4801
H: 4.351 -3.747 -1.364  0.4044
H: 3.003 -5.122 0.218  0.3946
H: 1.290 -4.127 1.645  0.3593
H: -3.769 1.268 -4.335  0.5376
H: -6.069 0.379 -4.731  0.4029
H: -7.208 -0.950 -3.011  0.4051
H: -6.097 -1.429 -0.828  0.5376
H: -5.288 -1.704 3.374  0.5403
H: -5.238 -2.377 5.781  0.4023
H: -3.106 -2.645 6.961  0.4095
H: -0.942 -2.246 5.775  0.5339
H: 3.757 3.656 -1.607  0.5325
N: -0.685 1.945 2.773  -0.6984
N: -1.220 1.897 1.449  -0.2232
H: -0.725 2.887 3.142  0.2801
H: 0.277 1.633 2.702  0.1878
H: -0.971 2.708 0.892  0.3160
H: -2.229 1.863 1.514  0.3422
S: -0.062 -2.804 -1.439  -0.3169
C: 0.293 -1.779 -0.245  0.1614

As for the net charge: 0. As for the orbital gap: 0.18791 hartree.

---

# 5
This record from the Open Molecules 2025 dataset describes 3 unconnected molecules or ions with the total composition C3H12O3 at a distorted geometry. The level of theory is the ωB97M-V functional and the def2-TZVPD basis.

Each line ends with the Mulliken charge.
Atoms and positions in Å:
C: 0.911 -0.695 -1.430  -1.4402
C: -0.292 0.013 -0.797  0.5823
C: -0.826 1.188 -1.587  -1.2294
O: -0.107 0.264 0.587  -0.4680
H: 1.236 -1.561 -0.856  0.3408
H: 1.759 -0.016 -1.476  0.3501
H: 0.588 -0.985 -2.429  0.4040
H: -1.079 -0.736 -0.805  0.1563
H: -0.740 1.157 -2.669  0.3689
H: -0.372 2.144 -1.299  0.3081
H: -1.863 1.350 -1.333  0.3346
H: 0.644 0.841 0.772  0.3111
O: -2.079 -0.117 2.443  -0.6769
H: -1.784 0.180 1.575  0.3560
H: -1.306 -0.351 2.958  0.3004
O: 1.582 -0.724 2.389  -0.6267
H: 2.529 -0.885 2.379  0.2891
H: 1.199 -1.068 1.578  0.3395

As for the SMILES: CC(C)O.O.O. As for the net charge: 0. As for the orbital gap: 0.40976 hartree.

---

# 6
This record from the Open Molecules 2025 dataset describes a molecular structure, C14H15CaCl2IN2O2 at a distorted geometry. The level of theory is the ωB97M-V functional and the def2-TZVPD basis.

Each line ends with the Mulliken charge.
Atoms and positions in Å:
C: 2.391 2.605 1.148  -1.0601
C: 2.912 1.272 0.406  -1.2129
H: 1.868 3.310 0.462  0.3093
H: 3.281 3.139 1.507  0.3553
H: 1.787 2.426 2.062  0.4684
H: 2.529 1.111 -0.623  0.5850
H: 3.989 1.421 0.256  0.4088
H: 2.806 0.374 1.041  0.3798
C: -2.702 1.279 -0.313  -0.2255
C: -3.901 1.070 -1.006  -0.8684
C: -3.925 0.089 -2.002  -0.3947
C: -2.762 -0.642 -2.244  -0.9389
H: -2.626 2.055 0.453  0.4156
H: -4.764 1.678 -0.757  0.3886
H: -4.828 -0.110 -2.577  0.4040
H: -2.714 -1.421 -3.001  0.3769
N: -1.572 0.613 -0.573  0.3058
C: -1.597 -0.376 -1.492  0.4820
C: -0.379 -1.223 -1.619  0.8207
N: 0.796 -0.720 -1.174  -0.0874
C: 1.845 -1.550 -1.055  0.0322
C: 0.636 -3.389 -2.013  -0.4903
C: 1.814 -2.888 -1.462  -0.8255
H: 2.745 -1.137 -0.599  0.3108
H: 2.710 -3.491 -1.328  0.3925
C: -0.478 -2.551 -2.079  -0.7453
H: -1.444 -2.896 -2.442  0.2429
H: 0.572 -4.415 -2.371  0.4160
Ca: 0.685 1.339 0.486  0.8438
I: -0.559 4.227 -0.163  -0.4869
Cl: 1.881 0.430 4.060  -0.1382
C: 0.140 0.204 3.783  0.1255
Cl: -0.635 1.703 3.092  -0.1121
C: -0.020 -0.923 2.718  0.1841
O: -0.615 -1.920 3.118  -0.6700
O: 0.494 -0.633 1.581  -0.3366
H: -0.360 -0.060 4.719  0.3449

As for the net charge: 0. As for the orbital gap: 0.27247 hartree.

---

Electronic energy for the records above, in order: -4005.6190; -1832.0201; -189.7826; -2310.2117; -347.2036; -2698.2953 Ha